1.
C5H8O as an isolated structure in a non-equilibrium geometry, computed with ωB97M-V with the def2-TZVPD basis set.

Summary:
- maximum force (eV Å⁻¹) = 3.429
- gap between HOMO and LUMO (eV) = 10.45
- HOMO (Eh) = -0.34544
- ΔE to the lowest compared entry with this formula, charge and spin (kcal/mol) = 75.1
- LUMO level (eV) = 1.05

```
! RIJCOSX wB97M-V def2-TZVPD def2/J DEFGRID3
* xyz 0 1
C -0.7826 -1.0366 -0.2092
C 0.1518 0.0857 -0.7959
C -0.7316 1.0936 0.0294
C -0.7008 -0.0929 0.9757
O 0.9814 -0.1758 1.2806
C 1.4542 -0.0327 -0.0127
H -1.7245 -1.0551 -0.7837
H -0.4239 -2.0509 -0.0442
H 0.2220 0.2046 -1.8691
H -1.6687 1.2801 -0.5231
H -0.3294 2.0310 0.4100
H -0.5487 -0.2134 1.9986
H 2.0329 -0.9081 -0.3333
H 2.0679 0.8704 -0.1231
*
```

=====

2.
One molecule with the formula C16H19NO2 in a non-equilibrium geometry, computed with ωB97M-V with the def2-TZVPD basis set.

Summary:
- maximum force (eV Å⁻¹) = 2.846
- gap between HOMO and LUMO (eV) = 8.36
- SMILES = Cc1cc(C(=O)c2ccccc2)c(C)n1[C@@H](C)CO
- HOMO (Eh) = -0.29637
- ΔE to the lowest compared entry with this formula, charge and spin (kcal/mol) = 36.1
- LUMO level (eV) = 0.30

```
! RIJCOSX wB97M-V def2-TZVPD def2/J DEFGRID3
* xyz 0 1
O 2.3726 1.4605 -1.0883
O -2.3739 -0.1572 4.5547
C 1.3508 0.8453 -1.4447
C 0.1885 -1.2833 -0.5439
C 0.6891 0.0378 -0.3837
C -0.3430 -1.7141 0.6326
C 0.4407 0.4166 0.9162
C 0.1763 0.7284 -5.6202
C -0.6575 0.2387 -4.6230
C 1.3702 1.3993 -5.2089
C -0.3261 0.3932 -3.2550
C 1.7785 1.4243 -3.8646
C 0.9097 0.9106 -2.8630
N -0.1550 -0.6805 1.5687
C -0.8693 -3.1375 0.8315
C 0.6423 1.8713 1.4163
C 0.5359 -0.1912 3.9557
C -1.8587 0.0715 3.2203
C -0.5666 -0.6996 3.0014
H -1.8338 0.3203 5.2295
H 0.2999 -1.8522 -1.4674
H -0.0673 0.7346 -6.6867
H -1.6536 -0.1397 -4.8792
H 2.0004 1.8825 -5.9873
H -1.0154 0.0541 -2.4645
H 2.7414 1.8650 -3.5990
H -1.9148 -3.0490 1.1523
H -0.8055 -3.7190 -0.1107
H -0.3155 -3.6611 1.6457
H 1.5057 2.0029 2.0705
H -0.2147 2.2222 1.9775
H 0.8130 2.5443 0.5514
H 1.4917 -0.6763 3.7115
H 0.2155 -0.4276 4.9661
H 0.6376 0.9030 3.8674
H -2.6134 -0.3783 2.5319
H -1.7772 1.1819 3.0328
H -0.7983 -1.7417 3.2557
*
```

=====

3.
One molecule with the formula C4H4N2O, computed with ωB97M-V with the def2-TZVPD basis set.

Summary:
- maximum force (eV Å⁻¹) = 0.884
- gap between HOMO and LUMO (alpha / beta) (eV) = 7.55 / 7.55
- HOMO (alpha / beta) (Eh) = -0.33190 / -0.33189
- ΔE to the lowest compared entry with this formula, charge and spin (kcal/mol) = 94.8
- LUMO level (alpha / beta) (eV) = -1.48 / -1.48

```
! RIJCOSX wB97M-V def2-TZVPD def2/J DEFGRID3
* xyz 0 1
O 2.3907 -1.2068 0.0013
C 1.2230 -0.8550 -0.0081
C 0.8512 0.5835 0.0600
C -0.4964 0.8555 0.0232
N -1.5222 -0.0032 -0.0576
C -1.0848 -1.2796 -0.1057
N 0.1488 -1.7373 -0.0847
H 1.6200 1.3452 0.1390
H -0.7697 1.9700 -0.4166
H -0.7897 1.9230 0.5578
H -1.8761 -2.0305 -0.1753
*
```

=====

4.
An isolated ion of composition C13H21BClF5IN2O2S and charge +1 in a non-equilibrium geometry, computed with ωB97M-V with the def2-TZVPD basis set.

Summary:
- maximum force (eV Å⁻¹) = 1.485
- gap between HOMO and LUMO (eV) = 8.38
- SMILES = CB(O)[C@@]1(C[C@@H](C)I)[N+](C[C@H](O)CN)=C[C@@H](S)[C@@]1(Cl)C(F)(F)C(F)(F)F
- HOMO (Eh) = -0.45847
- LUMO level (eV) = -4.10

```
! RIJCOSX wB97M-V def2-TZVPD def2/J DEFGRID3
* xyz 1 1
C 1.1881 0.9880 -2.8584
B 0.3244 0.9687 -1.5525
O -0.7082 1.8470 -1.4226
C 0.6133 -0.0930 -0.3566
C 2.1443 0.1937 -0.1365
C 2.7875 -0.3456 1.1581
C 4.0468 -1.1922 0.8478
I 3.4812 1.2832 2.3968
N -0.0168 0.3300 0.9057
C -0.0734 1.6936 1.4671
C -1.4841 2.2200 1.7912
O -1.7867 1.9298 3.1465
C -2.6100 1.8229 0.8387
N -3.0372 2.9513 -0.0056
C -0.5339 -0.6275 1.5616
C -0.5226 -1.9041 0.8241
S -2.3201 -2.3060 0.7993
C 0.1426 -1.5660 -0.5444
Cl 1.5820 -2.5960 -0.8331
C -0.7079 -1.8046 -1.7970
F 0.0108 -1.4915 -2.9044
F -1.7701 -0.9490 -1.7835
C -1.2462 -3.2912 -2.0066
F -2.5948 -3.2616 -2.0836
F -0.8913 -4.1049 -1.0019
F -0.7577 -3.7826 -3.1639
H 1.8579 0.1472 -2.9653
H 1.8267 1.8726 -2.7962
H 0.5661 1.1168 -3.7326
H -0.4770 2.7282 -1.7197
H 2.7277 -0.0868 -0.9953
H 2.1934 1.2786 -0.0909
H 2.1317 -0.9926 1.7227
H 4.5365 -0.8636 -0.0570
H 3.7770 -2.2363 0.7700
H 4.7446 -1.1274 1.6679
H 0.4621 1.6565 2.4053
H 0.4448 2.4147 0.8561
H -1.3986 3.2974 1.7353
H -2.4972 1.2919 3.1935
H -2.3272 0.9961 0.2001
H -3.4471 1.4540 1.4248
H -2.9711 2.6609 -0.9698
H -4.0274 3.0912 0.1313
H -1.0042 -0.5211 2.5204
H 0.0807 -2.6738 1.2874
H -2.4592 -2.4169 2.1256
*
```

=====

5.
A 4-piece molecular cluster, C3H14NO4 overall in a non-equilibrium geometry, computed with ωB97M-V with the def2-TZVPD basis set.

Summary:
- maximum force (eV Å⁻¹) = 5.475
- gap between HOMO and LUMO (eV) = 10.82
- HOMO (Eh) = -0.51213
- ΔE to the lowest compared entry with this formula, charge and spin (kcal/mol) = 53.1
- LUMO level (eV) = -3.11

```
! RIJCOSX wB97M-V def2-TZVPD def2/J DEFGRID3
* xyz 1 1
O -2.3079 1.1590 -0.0174
C -1.3769 1.8954 0.0330
C -0.2914 1.5762 1.0497
N 0.3508 0.2354 0.7584
C 1.3233 -0.1322 1.9354
H -1.0961 2.5974 -0.7859
H 0.4931 2.3884 1.0178
H -0.6696 1.5854 2.0425
H -0.2865 -0.6011 0.6960
H 1.0004 0.2909 -0.0356
H 2.0767 -0.9800 1.6376
H 0.6921 -0.7386 2.7149
H 1.6824 0.7503 2.3212
H -2.2241 -2.4352 -0.3274
H -0.7734 -2.3890 0.2873
O -1.5747 -1.9301 0.1968
H -0.4918 1.6353 -2.5279
H 0.9674 1.8054 -2.9358
O 0.4915 1.4648 -2.1837
H 0.0272 -3.0064 -2.3382
H 1.4466 -2.6857 -1.8727
O 0.5410 -2.4855 -1.6659
*
```

=====

6.
C30H31F3NO3S as an isolated structure in a non-equilibrium geometry, computed with ωB97M-V with the def2-TZVPD basis set.

Summary:
- maximum force (eV Å⁻¹) = 4.680
- gap between HOMO and LUMO (eV) = 5.84
- HOMO (Eh) = -0.13300
- ΔE to the lowest compared entry with this formula, charge and spin (kcal/mol) = 4.4
- LUMO level (eV) = 2.22

```
! RIJCOSX wB97M-V def2-TZVPD def2/J DEFGRID3
* xyz -1 1
C -4.0005 0.8944 -3.1776
C -3.3581 1.2648 -1.8465
C -2.9799 2.7594 -1.8772
C -4.3708 1.0187 -0.7231
C -2.0928 0.4095 -1.6095
C -0.9377 0.9316 -1.1033
C 0.2841 0.2750 -1.1477
C 1.4845 0.8422 -0.5805
C 2.7415 0.5031 -1.2988
F 3.7137 1.3710 -0.8725
F 3.2293 -0.7831 -1.0127
F 2.7808 0.5203 -2.6902
C 0.2594 -1.0879 -1.5985
C -0.9141 -1.7888 -1.7872
C -0.9781 -3.2976 -1.9478
C -1.8676 -3.9623 -0.8725
C 0.3872 -4.0038 -1.8799
C -1.6347 -3.6695 -3.2797
C -2.1958 -1.0513 -1.7801
O -3.3120 -1.6232 -1.8039
H -4.3215 -0.1424 -3.1446
H -4.8515 1.5484 -3.3699
H -3.2596 1.0042 -3.9689
H -2.6046 3.0998 -0.8904
H -2.1799 2.9099 -2.6297
H -3.8650 3.3654 -2.1584
H -3.9440 1.2484 0.2616
H -5.2531 1.6495 -0.8897
H -4.6615 -0.0346 -0.7257
H -0.9180 1.8986 -0.6607
H 1.3551 1.9646 -0.4192
H 1.2410 -1.5721 -1.6342
H -2.8936 -3.5887 -0.9919
H -1.8361 -5.0528 -1.0679
H -1.5153 -3.7439 0.1508
H 1.0581 -3.6451 -2.6805
H 0.8703 -3.8915 -0.8892
H 0.2074 -5.0901 -2.0318
H -1.0873 -3.2174 -4.1128
H -1.6361 -4.7666 -3.3461
H -2.6593 -3.2895 -3.2693
C 3.0067 5.4351 4.2181
C 2.3057 4.5168 4.9921
C 1.6160 3.4671 4.3915
C 1.6518 3.3348 2.9926
S 0.7099 2.0067 2.1685
C 1.8920 0.9470 1.2881
C 1.9814 -0.4141 1.8413
C 3.1963 -1.1109 1.9531
C 3.2182 -2.4848 1.8816
C 2.0315 -3.2158 1.7460
C 2.0439 -4.6384 1.4953
N 2.1467 -5.7692 1.1260
C 0.8331 -2.5223 1.8066
C 0.8156 -1.1641 1.9918
O 0.1124 1.3508 3.3163
O -0.1761 2.6129 1.1871
C 2.3481 4.2600 2.2104
C 3.0283 5.3091 2.8330
H 3.5173 6.2523 4.6959
H 2.2856 4.6140 6.0695
H 1.0665 2.7522 5.0022
H 2.9036 1.4742 1.1738
H 4.1379 -0.5706 1.9842
H 4.1591 -3.0471 1.8664
H -0.0895 -3.0689 1.7028
H -0.1288 -0.6675 2.0878
H 2.3440 4.1446 1.1232
H 3.5590 6.0194 2.2127
*
```

=====

7.
One molecule with the formula C4H9NOS in a non-equilibrium geometry, computed with ωB97M-V with the def2-TZVPD basis set.

Summary:
- maximum force (eV Å⁻¹) = 4.945
- gap between HOMO and LUMO (eV) = 9.41
- SMILES = NC(=O)CCCS
- HOMO (Eh) = -0.32362
- ΔE to the lowest compared entry with this formula, charge and spin (kcal/mol) = 44.2
- LUMO level (eV) = 0.61

```
! RIJCOSX wB97M-V def2-TZVPD def2/J DEFGRID3
* xyz 0 1
C 1.1319 -0.1838 -0.2570
C 0.4818 1.0841 0.3730
C -0.9802 1.3704 0.0693
S -1.1451 1.7134 -1.7446
C 0.0092 -1.2342 -0.1423
N -0.0128 -2.0904 0.9890
O -0.7159 -1.4805 -1.1487
H 2.0272 -0.6396 0.2552
H 1.3030 -0.0809 -1.3266
H 0.7871 1.0566 1.4922
H 1.0949 1.9408 -0.0819
H -1.9624 0.7735 0.2662
H -1.3267 2.3943 0.7219
H -1.0090 0.4409 -2.1971
H -0.4489 -2.9451 0.9408
H 0.7660 -2.1193 1.7906
*
```